Computed, not measured: a structure of composition C11H16Br4F5GaNO, with ωB97M-V with the def2-TZVPD basis set.

## Properties
strongest force on any atom: 2.9 eV Å⁻¹
frontier orbital gap: 0.2732 Eh

Structure (ORCA input):
```
! wB97M-V def2-TZVPD RIJCOSX def2/J DEFGRID3
* xyz -1 1
C -0.77362 2.84319 -0.16416
C 0.54335 2.08523 -0.59600
C 1.36030 1.56604 0.63436
C 0.29843 1.02089 -1.71135
Ga -0.73234 -0.65585 -1.15762
C -2.74599 -0.37628 -0.88427
C -3.04991 0.19928 0.56522
C -4.25131 1.19432 0.48178
Br -4.04245 2.79617 1.61542
O -0.58239 -1.88683 -2.66012
C -1.14034 -1.29149 -3.64591
N -1.64536 -0.86885 -4.58274
C 0.03128 -1.68246 0.47347
F -0.38090 -1.18823 1.70537
F -0.51555 -2.97464 0.41095
C 1.60057 -1.91780 0.45638
F 1.85924 -3.25762 0.43637
F 2.19834 -1.45322 1.57726
F 2.16866 -1.44514 -0.68111
H -1.64441 2.58305 -0.79658
H -0.60424 3.93844 -0.29413
H -0.97056 2.71104 0.92303
H 1.18150 2.88141 -1.05864
H 1.90345 2.45145 1.05103
H 0.73549 1.17565 1.46133
H 2.14432 0.87111 0.27858
H 1.22491 0.68511 -2.22814
H -0.32666 1.52394 -2.49182
H -3.18516 0.24006 -1.70091
H -3.28513 -1.35580 -0.93624
H -3.29953 -0.66029 1.22665
H -2.11871 0.63914 0.97084
H -4.38112 1.56028 -0.55407
H -5.16844 0.63043 0.75396
C 5.41205 -2.46136 2.25022
Br 5.66785 -2.31399 0.34374
Br 5.25175 -4.30285 2.81174
Br 6.79133 -1.52828 3.23410
H 4.47127 -1.97525 2.48204
*
```

***

Computed, not measured: a cluster of 2 separate species, C2H8N6 in total, with ωB97M-V with the def2-TZVPD basis set.

## Properties
relative energy (zero: lowest compared OMol25 entry of this formula, charge and spin): 54.7 kcal/mol
strongest force on any atom: 4.3 eV Å⁻¹
frontier orbital gap: 0.3559 Eh

Structure (ORCA input):
```
! wB97M-V def2-TZVPD RIJCOSX def2/J DEFGRID3
* xyz 2 1
C 0.41733 -3.07058 -0.29984
C 0.56335 2.90579 0.51721
N -0.68606 -3.26441 0.19007
N 1.70713 2.72203 0.70670
N -0.57958 3.38409 0.24244
N 1.44961 -3.56099 -0.93926
N -1.50037 -3.03942 1.13711
N -1.01334 3.85488 -0.94998
H 2.62291 2.62055 1.00584
H -1.30299 3.39924 1.00992
H 1.87327 -2.98439 -1.58966
H 1.80755 -4.51999 -0.79850
H -2.41919 -3.24253 0.89842
H -1.00872 -2.52864 1.88847
H -1.68949 3.22770 -1.39283
H -0.24143 4.09667 -1.62613
*
```

***

Computed, not measured: a structure of composition C26H36N4O4PPdS, with ωB97M-V with the def2-TZVPD basis set.

## Properties
⟨S²⟩: 6.028
relative energy (zero: lowest compared OMol25 entry of this formula, charge and spin): 14.7 kcal/mol
strongest force on any atom: 0.7 eV Å⁻¹
frontier orbital gap (spin up / spin down): 0.3375 / 0.1842 Eh

Structure (ORCA input):
```
! wB97M-V def2-TZVPD RIJCOSX def2/J DEFGRID3
* xyz 3 5
Pd -0.30333 -1.20251 -0.30606
O 3.22981 -0.85110 1.04033
S 2.17027 -0.10301 0.43928
O 0.89741 -0.10855 1.24215
O 1.75401 -0.57781 -0.92327
C 2.57310 1.59379 0.27876
C 3.77603 2.05317 0.76659
C 4.01627 3.42897 0.78502
C 3.04539 4.30984 0.35393
C 1.82983 3.83846 -0.14475
C 1.58772 2.47365 -0.21302
P 0.10608 1.86613 -1.04386
C 0.36948 1.79167 -2.81287
C -0.04725 0.67482 -3.53470
C 0.11128 0.63677 -4.90997
C 0.69390 1.71494 -5.56335
C 1.11802 2.82663 -4.84623
C 0.96274 2.87115 -3.46988
C -1.26014 2.89476 -0.67026
C -2.22087 3.18633 -1.66378
C -3.28582 4.00643 -1.35774
C -3.42742 4.51078 -0.06489
C -2.49795 4.20698 0.93168
C -1.42861 3.38828 0.64418
H 4.51332 1.35323 1.13556
H 4.96046 3.80254 1.15693
H 3.22547 5.37558 0.39364
H 1.08513 4.54523 -0.48892
H -0.48572 -0.17488 -3.01901
H -0.21141 -0.22713 -5.47484
H 0.82456 1.68640 -6.63655
H 1.57438 3.66173 -5.35979
H 1.30294 3.74113 -2.92298
H -2.09415 2.80883 -2.67030
H -4.00456 4.26938 -2.12157
H -4.27436 5.14189 0.17051
H -2.61873 4.61714 1.92483
H -0.70462 3.14472 1.41254
N -2.44973 -0.85471 -0.50896
C -3.27831 -2.05432 -0.19076
C -3.09466 -3.13033 -1.24923
C -1.73277 -3.80773 -1.22719
N -0.67085 -2.87517 -1.70258
H -2.67633 -0.10785 0.14444
H -2.69136 -0.51138 -1.43604
H -4.32719 -1.76250 -0.12446
H -2.96776 -2.41650 0.78893
H -3.28265 -2.70851 -2.24347
H -3.85983 -3.89326 -1.10229
H -1.74913 -4.69965 -1.85473
H -1.47630 -4.11255 -0.21197
H -0.90199 -2.56792 -2.64475
H 0.21077 -3.37529 -1.79144
C -0.93795 -1.01392 3.84178
N 0.22373 -1.89686 3.65273
C 1.35794 -1.67194 4.56594
C 0.24351 -2.58354 2.53363
O -0.58799 -2.49918 1.62379
N 1.30397 -3.59467 2.40168
C 1.88597 -3.82350 1.10826
C 1.70905 -4.45150 3.49558
H -0.87251 -0.57766 4.83328
H -1.85409 -1.59247 3.75165
H -0.91839 -0.22822 3.08538
H 1.43589 -0.59678 4.71214
H 2.29118 -2.01386 4.13327
H 1.17335 -2.14680 5.52817
H 1.18109 -3.52566 0.33848
H 2.18262 -4.86561 1.01175
H 2.77732 -3.17727 1.03498
H 1.06003 -4.32687 4.35504
H 2.75176 -4.22867 3.75174
H 1.67891 -5.48370 3.13790
*
```

***

Computed, not measured: a cluster of 3 separate species, C42H78N4O2PS2 in total, with ωB97M-V with the def2-TZVPD basis set.

## Properties
strongest force on any atom: 5.2 eV Å⁻¹
frontier orbital gap: 0.1868 Eh

Structure (ORCA input):
```
! wB97M-V def2-TZVPD RIJCOSX def2/J DEFGRID3
* xyz -1 1
C -10.31257 -3.83464 -0.66340
C -10.42383 -2.57238 -1.67849
C -8.98621 -1.91308 -1.93854
C -8.39803 -1.10176 -0.65106
C -6.77782 -1.08688 -0.84758
C -6.10615 -1.83287 0.40666
P -4.23325 -2.27074 0.14905
C -4.74805 -4.13953 0.36293
C -3.53198 -5.09930 -0.15625
C -3.35645 -4.92995 -1.76789
C -2.50177 -6.10866 -2.43450
N -2.08396 -5.86175 -3.85696
C -2.90634 -4.83916 -4.52831
C -2.43170 -3.29156 -4.60504
O -4.01430 -5.17368 -5.03920
C -3.76895 -0.44943 -0.25087
C -3.63433 -0.15635 -1.85172
C -3.71983 1.47170 -1.98527
S -2.26607 2.20460 -2.88806
C -2.31464 4.04675 -2.86381
S -2.10487 4.83986 -4.34691
N -2.49008 4.90427 -1.66390
C -3.77168 4.63291 -0.98484
C -5.03421 4.50327 -1.88653
C -6.41946 4.16918 -1.23504
C -6.61543 3.95826 0.28462
C -5.35665 4.11168 1.19498
C -3.97068 4.43649 0.54031
C -1.34442 4.83645 -0.73646
C -0.56005 6.12999 -0.32268
C 0.63667 6.08343 0.66323
C 1.12081 4.75740 1.29643
C 0.36713 3.45957 0.92137
C -0.84455 3.50770 -0.06094
O -4.01677 -2.05475 1.86964
C -2.63484 -2.06703 2.27045
C -2.54152 -1.08339 3.57100
H -11.21727 -4.51425 -0.90023
H -9.32990 -4.41388 -0.84247
H -10.38971 -3.49365 0.43804
H -10.80572 -3.01218 -2.67672
H -11.18182 -1.79744 -1.32075
H -8.99428 -1.14755 -2.79884
H -8.21372 -2.74932 -2.14794
H -8.72175 -1.54961 0.34686
H -8.85051 -0.03896 -0.69008
H -6.44634 -1.48536 -1.86426
H -6.49375 0.03758 -0.83276
H -6.74421 -2.76534 0.65690
H -6.17058 -1.17236 1.35778
H -2.88781 -2.75033 -0.06783
H -4.48641 -2.45397 -1.26973
H -5.61678 -4.35990 -0.37286
H -5.03717 -4.37722 1.45316
H -2.56793 -4.88137 0.41709
H -3.77860 -6.21382 0.00851
H -4.43354 -5.00073 -2.18832
H -2.95574 -3.87672 -1.96793
H -1.55607 -6.24048 -1.79477
H -3.08881 -7.10528 -2.42911
H -2.26028 -6.73596 -4.39201
H -3.27336 -2.56834 -4.32569
H -2.03117 -3.05363 -5.65090
H -1.57481 -3.13366 -3.86205
H -4.57470 0.26145 0.18511
H -2.77407 -0.11128 0.20378
H -4.48971 -0.63137 -2.43981
H -2.59691 -0.55481 -2.17817
H -4.67234 1.74285 -2.57428
H -3.73301 1.92745 -0.92372
H -4.99093 4.63185 -3.02561
H -7.32753 4.07123 -1.91998
H -7.60630 3.68838 0.77389
H -5.39343 3.96294 2.33311
H -3.08985 4.51992 1.25782
H -0.87181 7.14622 -0.76008
H 1.19319 7.04339 0.95118
H 1.98921 4.67500 2.02996
H 0.65691 2.45725 1.38275
H -1.35757 2.49716 -0.26607
H -2.31310 -3.10748 2.66927
H -1.90606 -1.63160 1.50876
H -2.78358 -0.02943 3.15100
H -1.48172 -1.01055 3.99368
H -3.35033 -1.30324 4.34326
C 8.32339 2.46636 -0.55197
C 6.87692 2.82521 -0.86864
N 5.98323 2.76001 0.28365
C 4.56969 2.84579 -0.07878
C 4.07405 4.15014 -0.70219
C 6.37691 3.54662 1.44778
C 6.54861 5.05368 1.25983
H 8.39515 1.47263 -0.10187
H 8.91275 2.46076 -1.47261
H 8.78642 3.19049 0.12337
H 6.52890 2.10934 -1.62205
H 6.85423 3.81413 -1.34427
H 3.95756 2.62327 0.80360
H 4.35142 2.03191 -0.78021
H 3.96719 4.93837 0.04409
H 3.08373 3.99320 -1.14022
H 4.72828 4.50719 -1.49977
H 7.31921 3.14283 1.83261
H 5.66249 3.37275 2.25998
H 7.08471 5.30523 0.34199
H 7.12567 5.46450 2.09452
H 5.58888 5.57177 1.25517
C 12.41306 -3.19400 2.89996
C 11.72593 -1.85124 2.68363
N 10.44554 -1.94412 1.98874
C 9.93012 -0.64698 1.55695
C 9.55089 0.36290 2.63943
C 9.45760 -2.84262 2.57798
C 9.02234 -2.57108 4.01756
H 12.55947 -3.72066 1.95320
H 13.39578 -3.03705 3.35223
H 11.84639 -3.83992 3.57513
H 12.40673 -1.23872 2.08119
H 11.62585 -1.34541 3.65263
H 9.06359 -0.80313 0.90343
H 10.68473 -0.18226 0.91091
H 8.60436 0.10569 3.11641
H 9.41936 1.35121 2.18789
H 10.31825 0.45835 3.40976
H 9.84922 -3.86366 2.52844
H 8.56718 -2.86891 1.94056
H 9.86221 -2.33009 4.67317
H 8.53644 -3.46161 4.42839
H 8.29415 -1.76110 4.07309
*
```

***

Computed, not measured: a structure of composition C6H10, with ωB97M-V with the def2-TZVPD basis set.

## Properties
relative energy (zero: lowest compared OMol25 entry of this formula, charge and spin): 65.0 kcal/mol
strongest force on any atom: 1.9 eV Å⁻¹
frontier orbital gap: 0.3494 Eh

Structure (ORCA input):
```
! wB97M-V def2-TZVPD RIJCOSX def2/J DEFGRID3
* xyz 0 1
C -0.73742 1.11000 1.43130
C -0.86125 0.40826 0.06524
C 0.23963 0.83536 -0.87682
C 1.44954 -0.81906 -0.94377
C 0.48204 -1.63544 -0.22992
C -0.67873 -1.08003 0.12524
H -0.72664 0.54579 2.36111
H -1.44921 1.91001 1.59811
H 0.21699 1.60745 1.44259
H -1.86826 0.60337 -0.33547
H -0.10176 1.09554 -1.89140
H 1.03147 1.46269 -0.52168
H 2.52626 -1.08730 -0.75225
H 1.30751 -0.62251 -1.98438
H 0.68370 -2.65945 0.06638
H -1.51387 -1.67466 0.44573
*
```

***

Computed, not measured: a structure of composition C37H28N2O2P2RuS2, with ωB97M-V with the def2-TZVPD basis set.

## Properties
⟨S²⟩: 6.064
relative energy (zero: lowest compared OMol25 entry of this formula, charge and spin): 0.0 kcal/mol
strongest force on any atom: 0.9 eV Å⁻¹
frontier orbital gap (spin up / spin down): 0.2597 / 0.1577 Eh

Structure (ORCA input):
```
! wB97M-V def2-TZVPD RIJCOSX def2/J DEFGRID3
* xyz 4 5
Ru -0.75768 0.04325 -0.78577
O 1.85293 0.90882 0.48758
S 1.52702 0.01976 -0.63413
C 2.40802 -1.49972 -0.38887
C 3.75021 -1.38722 -0.07099
C 4.48329 -2.53494 0.23255
C 3.86752 -3.77260 0.23117
C 2.50490 -3.88009 -0.04609
C 1.75332 -2.74780 -0.34516
P -0.00052 -2.93508 -0.64405
C -0.35706 -2.15467 -2.21749
C 0.62069 -2.13442 -3.22535
C 0.31070 -1.62588 -4.47317
C -0.96597 -1.12852 -4.73418
C -1.94853 -1.16550 -3.75694
C -1.66102 -1.69647 -2.49729
C -0.58025 -4.58294 -0.52844
C -1.08232 -5.21830 -1.67166
C -1.51545 -6.53036 -1.57830
C -1.45810 -7.19671 -0.36062
C -0.96161 -6.56479 0.77883
C -0.51826 -5.25886 0.70289
C 2.08964 0.78338 -2.15267
C 3.26608 0.46728 -2.80421
C 3.67810 1.26528 -3.87065
C 2.93678 2.37286 -4.25105
C 1.75334 2.69136 -3.58887
C 1.30323 1.88365 -2.55170
P -0.22227 2.18171 -1.62575
C -0.00592 3.71834 -0.69029
C 1.25980 3.98090 -0.05889
C 1.47072 5.16319 0.61172
C 0.44107 6.09542 0.68304
C -0.81640 5.83903 0.05946
C -1.03395 4.65148 -0.61639
C -1.73858 2.30294 -2.58744
C -1.87952 2.68186 -3.89399
C -3.15775 2.76177 -4.49173
C -4.32030 2.49175 -3.74138
C -4.24326 2.10689 -2.43724
C -2.93954 1.94122 -1.79918
H 4.22656 -0.41551 -0.03247
H 5.53410 -2.44845 0.47513
H 4.43685 -4.66331 0.46226
H 2.03347 -4.85396 -0.02531
H 1.61050 -2.53199 -3.03679
H 1.05652 -1.63573 -5.25647
H -1.20364 -0.75596 -5.72193
H -2.95647 -0.84340 -3.98437
H -2.47414 -1.89126 -1.80290
H -1.13134 -4.70474 -2.62372
H -1.89962 -7.03415 -2.45470
H -1.80066 -8.22121 -0.29530
H -0.91930 -7.09745 1.71922
H -0.11200 -4.78179 1.58801
H 3.86986 -0.37482 -2.49510
H 4.59760 1.02834 -4.38926
H 3.28117 2.99884 -5.06341
H 1.20045 3.57423 -3.88502
H 2.04352 3.23900 -0.11410
H 2.42190 5.36777 1.08309
H 0.58452 7.03206 1.20798
H -1.59226 6.59197 0.11352
H -1.98410 4.48163 -1.10444
H -1.01486 2.94578 -4.48880
H -3.24222 3.06996 -5.52456
H -5.28975 2.61595 -4.20617
H -5.12750 1.93974 -1.83396
H -3.65418 0.37664 -0.58897
O -2.84620 2.18110 -0.40278
N -2.76006 0.80819 -0.83612
S -1.59450 -2.18453 3.05743
C -1.15816 -2.04299 1.61483
N -0.83460 -1.88295 0.41025
*
```